Entry from the Open Molecules 2025 dataset: a 18-piece molecular cluster, C37H83ClN34O19 overall at a distorted geometry (the ωB97M-V functional and the def2-TZVPD basis).

Each line ends with the Mulliken charge.
CARTESIAN COORDINATES (ANGSTROEM)
C 4.06446 3.24698 0.55821  -0.258
C 3.84155 2.12976 1.01683  -0.743
C 3.43951 0.63591 1.21741  0.784
C 4.47978 -0.38677 0.87551  -0.701
C 4.12309 -1.83680 1.03028  -0.664
C 2.75543 -2.17041 1.51001  0.501
C 1.69348 -1.13645 1.85404  0.128
C 2.04546 0.30197 1.70882  -0.828
C 0.27011 -1.65925 2.30991  0.124
O -0.35159 -1.17097 3.24774  -0.690
C -0.25613 -2.90722 1.47884  0.602
C -1.66135 -3.08175 1.02754  1.387
C -2.77560 -2.02679 1.36678  -1.504
C -2.03880 -4.31252 0.21922  -1.077
C -0.98238 -5.36798 -0.17818  -1.103
C 0.43796 -5.13534 0.31641  0.559
C 1.63285 -6.13093 -0.04288  -1.352
C 2.50501 -5.32670 -1.12726  0.953
C 1.71606 -5.30619 -2.53432  -0.815
Cl 4.22215 -5.96712 -1.28111  -0.288
C 0.80597 -3.93990 1.13217  0.631
C 2.27889 -3.67940 1.66447  -0.127
O 2.97560 -4.53308 2.18486  -0.470
H 4.04414 4.34703 0.33369  0.466
H 5.50627 -0.14591 0.48080  0.472
H 4.81190 -2.70276 0.80380  0.301
H 1.30814 1.11773 1.93944  0.428
H -3.31043 -1.75067 0.40254  0.406
H -2.34382 -1.14364 1.91217  0.201
H -3.56611 -2.55176 2.00356  0.343
H -3.10906 -4.49019 -0.11268  0.555
H -1.19810 -6.28059 -0.79453  0.417
H 1.23842 -7.06404 -0.54284  0.553
H 2.21881 -6.40496 0.87771  0.276
H 2.61451 -4.22892 -0.84798  -0.185
H 1.28905 -4.25590 -2.66039  -0.007
H 0.85443 -6.03199 -2.51214  0.214
H 2.47070 -5.49263 -3.34937  0.399
C -1.71640 -4.68467 4.95944  0.729
O -2.25955 -5.20845 4.00053  -0.697
N -1.56312 -5.32724 6.15534  -0.424
N -1.21909 -3.42374 4.92413  -0.191
H -1.12004 -4.91795 6.95718  0.099
H -1.91862 -6.26575 6.21969  0.250
H -1.31257 -2.91613 4.05759  0.032
H -0.77016 -2.97777 5.70259  0.157
C 7.85044 -3.10722 0.17268  0.676
O 7.01876 -2.21432 0.23675  -0.604
N 9.11514 -2.96533 0.64860  -0.445
N 7.58065 -4.32013 -0.37964  -0.321
H 9.81203 -3.68572 0.60634  0.153
H 9.35156 -2.08098 1.06533  0.227
H 6.65207 -4.46355 -0.74371  0.170
H 8.24838 -5.06651 -0.44161  0.160
C 6.55810 -6.62884 3.91846  0.536
O 7.76791 -6.79555 3.95951  -0.707
N 5.97040 -5.72270 3.10103  -0.133
N 5.69377 -7.34386 4.69550  -0.519
H 4.97643 -5.57097 3.05214  0.224
H 6.57666 -5.17604 2.51309  0.090
H 6.09441 -8.02785 5.31525  0.238
H 4.69492 -7.22391 4.67888  0.214
C -2.79676 1.26688 -0.76398  0.854
O -3.42756 0.22905 -0.92748  -0.692
N -1.82705 1.39920 0.18441  -0.170
N -3.00449 2.36651 -1.52060  -0.199
H -1.29961 2.24131 0.32770  0.065
H -1.64033 0.60016 0.76566  0.075
H -3.71826 2.30638 -2.23758  0.130
H -2.49268 3.22419 -1.41601  0.293
C -5.01066 1.39080 -4.73500  0.476
O -4.32574 1.49531 -3.72623  -0.766
N -4.52735 1.62482 -5.98010  -0.366
N -6.31769 1.03324 -4.69514  -0.340
H -5.07789 1.54430 -6.81929  0.215
H -3.56042 1.89406 -6.05426  0.196
H -6.71506 0.85092 -3.78799  0.224
H -6.89952 0.94264 -5.50929  0.191
C 0.28646 -1.38994 -3.23501  0.700
O 1.49806 -1.55375 -3.32334  -0.727
N -0.32468 -1.06845 -2.06633  0.024
N -0.54786 -1.51576 -4.29981  -0.352
H -1.31636 -0.92900 -1.97161  0.025
H 0.26237 -0.96651 -1.25501  -0.077
H -0.13014 -1.75245 -5.18449  0.231
H -1.54164 -1.38567 -4.24868  0.143
C -5.65417 -5.91577 7.39932  0.574
O -6.85640 -5.79350 7.56531  -0.647
N -4.90079 -4.97823 6.76796  -0.266
N -4.96152 -7.00580 7.83397  -0.321
H -3.90948 -5.06111 6.62164  0.190
H -5.37680 -4.15845 6.43253  0.173
H -5.48484 -7.72266 8.30657  0.196
H -3.97417 -7.12648 7.70817  0.142
C 3.57457 7.38880 -1.02890  0.593
O 4.30020 6.56189 -0.48498  -0.746
N 3.76157 8.72663 -0.87350  -0.369
N 2.53498 7.04171 -1.82319  -0.336
H 3.18610 9.42617 -1.30409  0.169
H 4.52904 9.01567 -0.29030  0.227
H 2.36897 6.05839 -1.95904  0.202
H 1.93139 7.70470 -2.27340  0.179
C 8.08112 6.79094 0.61348  0.645
O 7.70742 6.37625 1.69803  -0.646
N 7.23034 7.00409 -0.42427  -0.257
N 9.38812 7.07721 0.34923  -0.385
H 7.52103 7.34490 -1.32179  0.157
H 6.25028 6.80327 -0.26948  0.225
H 10.04853 6.93193 1.09335  0.230
H 9.71732 7.41871 -0.53435  0.159
C 3.77456 -1.93679 -6.19200  0.592
O 3.04423 -0.99536 -6.45674  -0.636
N 3.50384 -2.82037 -5.19732  -0.208
N 4.92890 -2.18295 -6.87561  -0.392
H 4.09277 -3.59930 -4.96781  0.147
H 2.65653 -2.67172 -4.66568  0.162
H 5.16415 -1.55000 -7.62041  0.226
H 5.54356 -2.94967 -6.67552  0.153
C 0.62136 10.08882 0.51523  0.662
O 0.84951 9.15688 -0.25263  -0.666
N 1.00137 10.07097 1.81740  -0.391
N -0.02930 11.21351 0.12629  -0.437
H 0.82509 10.82034 2.46103  0.164
H 1.48824 9.25251 2.14272  0.225
H -0.32729 11.26293 -0.83347  0.219
H -0.22567 11.98487 0.73731  0.155
C 3.59038 -5.42337 7.27389  0.607
O 2.99528 -5.36668 6.20923  -0.620
N 4.77831 -6.06537 7.41435  -0.282
N 3.11389 -4.84765 8.41242  -0.396
H 5.28312 -6.12422 8.27932  0.175
H 5.16294 -6.50345 6.59054  0.242
H 2.23606 -4.36245 8.34763  0.217
H 3.58696 -4.88262 9.29621  0.153
C -7.75224 4.07373 -2.58188  0.539
O -8.36059 4.10924 -3.64001  -0.671
N -6.60674 3.36767 -2.41780  -0.109
N -8.17234 4.74419 -1.47086  -0.434
H -6.09214 3.32690 -1.55566  0.183
H -6.26293 2.85852 -3.21677  0.100
H -9.01929 5.28135 -1.55213  0.202
H -7.68744 4.72807 -0.59200  0.215
C -4.11628 -7.75248 -0.12176  0.704
O -4.01241 -6.79601 -0.87428  -0.623
N -4.37555 -7.61607 1.20427  -0.338
N -3.98050 -9.03783 -0.54783  -0.422
H -4.46406 -8.38806 1.83842  0.154
H -4.48153 -6.67964 1.55762  0.185
H -3.78769 -9.17893 -1.52468  0.224
H -4.06168 -9.83688 0.05298  0.148
C -7.06497 3.85887 -8.11521  0.677
O -6.80721 2.81910 -8.70747  -0.665
N -6.75753 4.04583 -6.80872  -0.238
N -7.67994 4.91198 -8.71573  -0.403
H -6.95736 4.88705 -6.29919  0.145
H -6.30179 3.28448 -6.33566  0.038
H -7.92310 4.80842 -9.68606  0.237
H -7.89958 5.77137 -8.24748  0.167
C -0.98465 6.03279 -0.94681  0.480
O -1.66456 5.02077 -1.06029  -0.813
N 0.01189 6.14848 -0.03307  -0.180
N -1.16803 7.12191 -1.72742  -0.224
H 0.57958 6.96932 0.07086  0.118
H 0.18066 5.35829 0.56567  0.153
H -1.89761 7.07363 -2.41736  0.172
H -0.61966 7.96080 -1.65395  0.175
C -5.63770 8.37987 -0.67628  0.583
O -4.74259 9.16775 -0.93771  -0.649
N -6.58138 8.63092 0.27197  -0.353
N -5.77008 7.18424 -1.30901  -0.240
H -7.32451 7.99791 0.50191  0.151
H -6.51674 9.50644 0.76223  0.204
H -5.09054 6.96321 -2.01664  0.158
H -6.49846 6.52181 -1.10953  0.137

The spin multiplicity is 1. The calculation puts the total energy at -5211.67389 Eh. The value obtained for the frontier orbital gap is 7.81 eV.